[1]
Molecular formula: C22H67O29P7
Method: DFT, wB97M-V/def2-TZVPD

## Properties
LUMO (alpha / beta) in eV: 1.89 / 1.87
Frontier orbital gap (alpha / beta) in eV: 1.28 / 9.59
Net charge: -1
2S+1: 2

Last column: Löwdin charge in e.
Atoms and positions in Å:
C -22.835 14.377 -5.436  -0.128
O -22.729 13.556 -4.306  -0.206
P -21.803 12.267 -4.322  0.464
O -21.892 11.517 -3.053  -0.224
O -22.237 11.382 -5.614  -0.277
C -23.540 10.791 -5.618  -0.117
O -20.311 12.748 -4.736  -0.218
C -19.438 11.845 -5.466  -0.090
H -22.695 15.417 -5.139  0.091
H -23.798 14.101 -5.864  0.082
H -22.077 14.295 -6.216  0.081
H -23.472 9.935 -6.290  0.067
H -24.206 11.540 -6.046  0.077
H -23.826 10.506 -4.606  0.072
H -19.699 10.812 -5.236  0.059
H -18.389 12.065 -5.270  0.090
H -19.695 11.989 -6.515  0.077
C -23.036 18.767 -0.638  -0.103
O -22.097 18.153 0.235  -0.209
P -22.534 17.228 1.484  0.438
O -23.969 17.042 1.655  -0.241
O -21.757 17.810 2.803  -0.235
C -22.496 18.019 4.065  -0.075
O -21.799 15.810 1.240  -0.220
C -21.805 14.692 2.106  -0.096
H -23.233 18.115 -1.489  0.093
H -22.598 19.702 -0.988  0.085
H -23.975 19.065 -0.173  0.083
H -22.499 19.095 4.243  0.079
H -22.081 17.506 4.932  0.083
H -23.544 17.758 3.916  0.068
H -22.672 14.685 2.767  0.073
H -20.957 14.800 2.783  0.090
H -21.746 13.782 1.510  0.081
C -28.903 16.558 -4.058  -0.121
O -27.656 16.283 -3.385  -0.235
P -27.052 14.727 -3.538  0.473
O -26.419 14.493 -4.865  -0.263
O -28.332 13.821 -3.163  -0.227
C -28.766 12.828 -4.031  -0.150
O -25.987 14.588 -2.350  -0.206
C -25.391 13.250 -2.145  -0.049
H -28.798 17.475 -4.639  0.079
H -29.619 16.867 -3.296  0.084
H -29.236 15.801 -4.768  0.081
H -28.275 11.861 -3.927  0.069
H -28.643 13.198 -5.049  0.078
H -29.846 12.681 -4.003  0.088
H -24.325 13.476 -2.138  0.085
H -25.617 12.485 -2.887  0.071
H -25.642 12.784 -1.192  0.073
C -18.071 8.384 -1.664  -0.116
O -17.392 9.362 -0.923  -0.213
P -17.749 9.706 0.635  0.517
O -16.864 10.798 1.222  -0.274
O -19.358 9.975 0.639  -0.233
C -19.957 10.674 1.712  -0.115
O -17.684 8.235 1.325  -0.235
C -17.627 8.064 2.743  -0.106
H -18.284 8.829 -2.636  0.088
H -19.033 8.144 -1.212  0.071
H -17.437 7.521 -1.867  0.095
H -20.671 9.985 2.162  0.092
H -20.469 11.541 1.295  0.071
H -19.194 11.069 2.383  0.080
H -17.803 8.962 3.335  0.081
H -16.604 7.752 2.956  0.086
H -18.285 7.269 3.094  0.086
C -21.833 8.070 -2.594  -0.089
O -21.374 8.758 -3.757  -0.246
P -20.971 7.918 -5.083  0.471
O -19.827 6.994 -4.899  -0.254
O -22.349 7.254 -5.547  -0.225
C -22.308 6.484 -6.687  -0.255
O -20.844 9.130 -6.211  -0.292
C -20.107 8.969 -7.397  -0.224
H -22.877 8.360 -2.478  0.079
H -21.238 8.475 -1.776  0.072
H -21.776 6.985 -2.686  0.090
H -22.831 5.528 -6.704  0.079
H -21.289 6.171 -6.914  0.062
H -22.547 7.083 -7.566  0.050
H -19.757 7.963 -7.628  0.073
H -19.336 9.738 -7.430  0.067
H -20.841 9.255 -8.151  0.053
C -29.427 11.814 -0.172  -0.091
O -28.767 12.656 0.805  -0.215
P -27.488 12.098 1.642  0.474
O -27.057 10.701 1.403  -0.238
O -26.369 13.257 1.317  -0.239
C -25.068 13.215 1.909  -0.106
O -27.944 12.433 3.152  -0.212
C -28.350 13.735 3.525  -0.124
H -29.253 12.098 -1.210  0.062
H -30.506 11.926 -0.062  0.088
H -29.114 10.778 -0.045  0.077
H -24.946 14.071 2.573  0.075
H -24.279 13.388 1.177  0.077
H -24.875 12.301 2.470  0.090
H -29.352 14.028 3.212  0.088
H -27.643 14.526 3.274  0.086
H -28.362 13.800 4.613  0.084
C -26.106 9.415 -2.218  -0.073
O -27.485 9.589 -2.685  -0.270
P -28.268 8.340 -3.420  0.424
O -28.389 7.118 -2.655  -0.224
O -29.696 9.022 -3.729  -0.254
C -30.642 9.422 -2.670  -0.052
O -27.489 8.191 -4.861  -0.250
C -26.940 9.243 -5.672  -0.121
H -25.682 8.430 -2.413  0.088
H -26.153 9.550 -1.138  0.072
H -25.456 10.227 -2.544  0.061
H -30.649 8.563 -1.999  0.085
H -31.661 9.605 -3.012  0.086
H -30.188 10.295 -2.201  0.050
H -27.013 10.179 -5.118  0.071
H -27.333 9.199 -6.688  0.069
H -25.933 8.885 -5.887  0.070
C -22.991 10.683 0.228  -0.183
O -22.470 11.721 -0.517  -0.143
H -22.565 9.722 -0.059  0.071
H -22.890 10.920 1.287  0.072
H -24.020 10.638 -0.126  0.066
H -22.404 11.536 -1.457  -0.002


[2]
Molecular formula: C49H43IrN5P2SSe
Method: DFT, wB97M-V/def2-TZVPD

## Properties
LUMO (alpha / beta) in eV: -10.87 / -12.87
Frontier orbital gap (alpha / beta) in eV: 6.40 / 5.43
Net charge: +4
ΔE to the lowest compared entry with this formula, charge and spin in kJ/mol: 0.0
2S+1: 6

Last column: Löwdin charge in e.
Atoms and positions in Å:
Ir 0.141 -0.210 0.572  1.148
C 3.371 0.298 -1.154  -0.231
N 3.365 1.745 -0.954  -0.082
C 2.850 2.159 0.351  -0.232
P 1.026 2.075 0.742  0.936
C 0.059 2.991 -0.463  -0.392
C -1.332 2.938 -0.308  -0.126
C -2.157 3.623 -1.181  -0.036
C -1.606 4.363 -2.221  -0.020
C -0.229 4.421 -2.380  -0.034
C 0.603 3.737 -1.506  -0.070
C 1.034 2.943 2.314  -0.385
C 1.789 2.418 3.369  -0.139
C 1.878 3.109 4.564  -0.057
C 1.199 4.315 4.720  -0.023
C 0.439 4.831 3.680  -0.031
C 0.356 4.153 2.471  -0.058
C 4.091 2.586 -1.741  -0.167
C 4.187 3.987 -1.441  0.014
C 4.946 4.819 -2.214  0.004
C 5.646 4.321 -3.326  0.053
C 5.554 2.959 -3.653  0.003
C 4.800 2.109 -2.895  0.028
P 1.791 -0.688 -1.206  0.940
C 2.513 -2.323 -1.384  -0.383
C 2.412 -3.046 -2.573  -0.058
C 3.047 -4.276 -2.681  -0.028
C 3.788 -4.777 -1.620  -0.019
C 3.899 -4.054 -0.436  -0.043
C 3.260 -2.833 -0.314  -0.136
C 0.883 -0.251 -2.686  -0.391
C -0.249 -1.020 -2.990  -0.135
C -0.980 -0.757 -4.135  -0.037
C -0.597 0.283 -4.977  -0.017
C 0.519 1.052 -4.677  -0.031
C 1.259 0.791 -3.534  -0.067
H 3.955 -0.154 -0.346  0.116
H 3.870 0.029 -2.077  0.093
H 3.172 3.164 0.597  0.097
H 3.317 1.511 1.101  0.111
H -1.770 2.380 0.513  0.086
H -3.231 3.589 -1.048  0.113
H -2.251 4.905 -2.901  0.129
H 0.199 5.010 -3.181  0.125
H 1.671 3.805 -1.646  0.080
H 2.309 1.471 3.267  0.101
H 2.476 2.716 5.375  0.125
H 1.271 4.856 5.654  0.130
H -0.081 5.771 3.803  0.127
H -0.220 4.577 1.659  0.109
H 3.660 4.419 -0.606  0.114
H 5.013 5.869 -1.966  0.140
H 6.254 4.985 -3.927  0.144
H 6.096 2.575 -4.507  0.140
H 4.783 1.070 -3.180  0.116
H 1.853 -2.658 -3.414  0.109
H 2.971 -4.838 -3.602  0.128
H 4.288 -5.731 -1.717  0.130
H 4.490 -4.442 0.383  0.125
H 3.353 -2.275 0.615  0.104
H -0.527 -1.859 -2.358  0.097
H -1.833 -1.372 -4.388  0.125
H -1.164 0.483 -5.876  0.130
H 0.820 1.849 -5.344  0.126
H 2.129 1.399 -3.324  0.088
Se -0.648 0.121 4.901  1.278
N -0.331 -1.535 5.389  -0.169
C 0.062 -2.215 4.323  -0.352
C 0.408 -3.596 4.246  0.082
C 0.750 -4.087 3.020  0.009
C 0.767 -3.249 1.871  -0.070
N 0.473 -1.967 1.911  -0.047
C 0.109 -1.452 3.125  -0.508
N -0.231 -0.183 3.183  -0.282
H 0.388 -4.217 5.133  0.150
H 1.012 -5.128 2.891  0.132
H 1.030 -3.663 0.905  0.119
N -1.734 -0.416 -0.079  -0.463
S -3.062 -0.560 0.918  1.114
C -4.321 0.415 0.173  -0.434
C -4.867 0.064 -1.061  -0.057
C -5.875 0.855 -1.579  -0.024
C -6.335 1.958 -0.861  -0.014
C -5.790 2.286 0.373  -0.037
C -4.766 1.513 0.903  -0.082
C -3.606 -2.244 0.693  -0.416
C -2.884 -3.149 -0.067  -0.090
C -3.355 -4.454 -0.161  -0.044
C -4.515 -4.825 0.497  -0.025
C -5.219 -3.902 1.261  -0.021
C -4.767 -2.596 1.367  -0.063
H -1.955 -0.175 -1.045  0.035
H -4.542 -0.830 -1.582  0.124
H -6.329 0.600 -2.527  0.129
H -7.142 2.556 -1.264  0.131
H -6.174 3.129 0.930  0.129
H -4.344 1.744 1.873  0.117
H -1.984 -2.845 -0.585  0.080
H -2.822 -5.180 -0.759  0.121
H -4.878 -5.840 0.413  0.130
H -6.126 -4.198 1.770  0.131
H -5.317 -1.870 1.955  0.127


[3]
Molecular formula: C29H72N11O6P3
Method: DFT, wB97M-V/def2-TZVPD

## Properties
LUMO in eV: -0.29
SMILES: CN(C)P(=O)(N(C)C)N(C)C.CN(C)P(=O)(N(C)C)N(C)C.CN(C)P(=O)(N(C)C)N(C)C.O=C1OCCO1.CCCC#N.CCCC#N
Frontier orbital gap in eV: 8.03

Last column: Löwdin charge in e.
Atoms and positions in Å:
C -2.621 1.305 2.472  -0.146
C -1.381 1.654 3.195  -0.143
O -0.553 0.519 2.987  0.051
C -1.336 -0.542 2.565  -0.492
O -0.857 -1.637 2.262  0.120
O -2.584 -0.099 2.333  0.072
H -2.767 1.834 1.530  0.136
H -3.460 1.568 3.117  0.133
H -1.524 1.913 4.244  0.136
H -0.912 2.481 2.661  0.130
C -5.869 -3.805 -2.441  -0.086
C -5.453 -2.930 -1.171  -0.206
C -6.355 -3.047 0.117  -0.182
C -6.870 -4.388 0.413  -0.261
N -7.344 -5.384 0.556  0.151
H -5.229 -3.723 -3.319  0.057
H -6.830 -3.512 -2.863  0.067
H -5.849 -4.863 -2.182  0.062
H -5.364 -1.876 -1.437  0.092
H -4.465 -3.149 -0.766  0.095
H -7.219 -2.382 0.138  0.105
H -5.772 -2.705 0.972  0.106
C -11.808 0.219 2.621  -0.116
C -10.650 0.618 1.699  -0.257
C -9.409 0.967 2.532  -0.195
C -9.598 2.011 3.554  -0.234
N -9.738 2.847 4.318  0.145
H -11.443 -0.671 3.135  0.076
H -12.731 -0.113 2.145  0.071
H -12.112 1.052 3.254  0.073
H -11.045 1.424 1.081  0.107
H -10.452 -0.228 1.040  0.104
H -8.589 1.312 1.901  0.110
H -9.011 0.043 2.950  0.116
O 4.538 6.981 2.884  -0.306
P 3.268 6.543 3.555  0.611
N 2.384 5.389 2.636  -0.304
C 1.773 5.889 1.369  -0.107
C 3.020 4.059 2.424  -0.105
N 2.126 7.781 3.857  -0.318
C 0.815 7.435 4.450  -0.123
C 2.467 9.187 4.081  -0.107
N 3.450 5.888 5.149  -0.304
C 2.494 4.969 5.766  -0.141
C 4.355 6.480 6.128  -0.122
H 1.153 5.099 0.946  0.073
H 2.493 6.145 0.593  0.080
H 1.244 6.811 1.611  0.068
H 2.379 3.396 1.843  0.071
H 3.282 3.600 3.377  0.069
H 3.873 4.157 1.753  0.081
H 0.062 8.181 4.198  0.077
H 0.414 6.439 4.264  0.064
H 0.961 7.483 5.529  0.074
H 1.569 9.804 4.053  0.076
H 2.957 9.412 5.028  0.074
H 3.118 9.426 3.239  0.080
H 2.094 5.348 6.706  0.083
H 1.622 4.859 5.122  0.051
H 2.954 3.983 5.826  0.077
H 3.947 7.351 6.641  0.072
H 5.255 6.806 5.607  0.076
H 4.698 5.805 6.912  0.081
O 7.198 -5.021 -0.356  -0.317
P 5.737 -4.927 0.025  0.640
N 4.831 -3.541 -0.445  -0.317
C 4.100 -2.830 0.584  -0.135
C 4.818 -2.993 -1.836  -0.081
N 5.456 -5.146 1.703  -0.317
C 4.440 -6.027 2.233  -0.132
C 6.065 -4.162 2.658  -0.095
N 4.690 -6.031 -0.834  -0.330
C 3.266 -6.132 -0.757  -0.144
C 5.295 -7.100 -1.598  -0.122
H 3.150 -2.530 0.143  0.084
H 4.743 -2.052 0.996  0.082
H 3.804 -3.577 1.320  0.052
H 5.838 -2.765 -2.148  0.070
H 4.196 -2.130 -2.071  0.077
H 4.567 -3.835 -2.480  0.063
H 4.574 -6.122 3.311  0.084
H 3.402 -5.803 1.986  0.068
H 4.615 -7.057 1.924  0.081
H 5.269 -3.508 3.016  0.065
H 6.406 -4.661 3.566  0.077
H 6.836 -3.560 2.178  0.084
H 2.982 -6.988 -0.145  0.072
H 2.802 -5.275 -0.268  0.075
H 2.862 -6.329 -1.749  0.084
H 6.300 -7.310 -1.229  0.074
H 5.385 -6.671 -2.595  0.080
H 4.683 -8.001 -1.606  0.079
O -0.639 0.854 -7.329  -0.309
P -0.048 -0.122 -6.351  0.597
N -0.770 -0.179 -4.804  -0.322
C -1.965 0.662 -4.593  -0.103
C -0.351 -1.020 -3.713  -0.129
N 1.628 0.102 -6.029  -0.309
C 2.017 1.355 -5.208  -0.064
C 2.628 -0.240 -7.036  -0.124
N -0.303 -1.738 -6.831  -0.301
C -1.549 -2.195 -7.359  -0.140
C 0.372 -2.875 -6.161  -0.137
H -1.970 1.076 -3.584  0.075
H -2.834 0.049 -4.830  0.073
H -2.043 1.447 -5.345  0.067
H -0.558 -0.519 -2.768  0.074
H 0.655 -1.434 -3.782  0.073
H -1.082 -1.827 -3.665  0.075
H 1.356 1.443 -4.345  0.063
H 3.039 1.167 -4.878  0.072
H 1.976 2.284 -5.777  0.076
H 2.602 0.592 -7.740  0.085
H 3.589 -0.450 -6.567  0.081
H 2.335 -1.153 -7.555  0.070
H -2.377 -2.242 -6.651  0.077
H -1.972 -1.558 -8.135  0.081
H -1.345 -3.173 -7.797  0.084
H 1.253 -2.614 -5.575  0.062
H 0.771 -3.644 -6.823  0.079
H -0.287 -3.383 -5.457  0.075


[4]
Molecular formula: C5H16NO2
Method: DFT, wB97M-V/def2-TZVPD

## Properties
LUMO in eV: -3.14
Frontier orbital gap in eV: 10.64
Net charge: +1
ΔE to the lowest compared entry with this formula, charge and spin in kJ/mol: 235.1

Last column: natural (NBO) charge in e.
Atoms and positions in Å:
C -0.639 -1.682 -0.552  -0.661
C 0.458 -2.067 0.494  -0.376
C 1.535 -0.905 0.900  -0.480
C 0.966 0.496 0.956  0.134
C 1.042 1.402 1.979  -0.335
N 0.668 0.913 -0.482  -0.750
H -1.109 -2.591 -0.849  0.245
H -1.575 -1.274 -0.086  0.236
H -0.239 -1.264 -1.480  0.175
H -0.019 -2.487 1.308  0.221
H 1.080 -2.814 -0.132  0.221
H 2.422 -0.840 0.206  0.224
H 1.815 -1.364 1.921  0.266
H 0.678 2.478 1.997  0.235
H 1.569 1.189 2.827  0.226
H 0.633 0.120 -1.166  0.475
H -0.306 1.307 -0.522  0.480
H 1.347 1.556 -0.943  0.445
H -3.032 1.768 1.796  0.481
H -3.298 1.826 0.377  0.473
O -2.566 1.811 0.963  -0.951
H -0.036 1.411 -3.542  0.506
H -0.964 0.115 -3.155  0.510
O -0.431 0.898 -2.817  -1.000